Here is one molecule with the formula C22H27N3O3S2 from OMol25. Energies are from ωB97M-V/def2-TZVPD.

Structure (XYZ):
```
57
Properties=species:S:1:pos:R:3:mulliken_charge:R:1
C 4.839 0.816 -2.382 -0.757
C 4.313 -0.231 -2.986 0.028
C 2.899 -0.712 -2.838 -1.438
N 2.170 -0.038 -1.783 0.112
C 2.397 -0.348 -0.480 0.247
N 1.833 0.245 0.524 -0.236
C 0.981 1.238 0.227 0.379
C 0.655 1.653 -1.058 0.043
C -0.250 2.758 -1.064 -0.389
C -0.588 3.143 0.197 1.383
S 0.183 2.174 1.433 -0.276
C -1.473 4.268 0.603 -1.617
H -2.187 4.495 -0.186 0.398
H -2.011 4.019 1.515 0.419
H -0.884 5.167 0.796 0.361
C -0.742 3.425 -2.308 -1.838
H -0.341 2.912 -3.176 0.388
H -0.420 4.466 -2.332 0.399
H -1.830 3.406 -2.354 0.341
C 1.257 0.969 -2.172 0.823
O 1.049 1.169 -3.354 -0.749
S 3.546 -1.625 -0.140 -0.098
C 3.096 -2.037 1.578 -0.509
H 2.936 -1.106 2.110 0.194
H 3.949 -2.592 1.965 0.558
C 1.864 -2.933 1.496 0.381
O 1.982 -4.081 1.109 -0.678
C 0.599 -2.309 1.812 0.814
C -0.639 -2.734 1.336 0.265
N -1.585 -1.887 1.814 0.328
C -0.993 -0.933 2.612 0.604
C 0.349 -1.164 2.622 -0.567
H 1.071 -0.596 3.172 0.468
C -1.783 0.107 3.321 -1.907
H -1.105 0.787 3.827 0.380
H -2.442 -0.343 4.065 0.411
H -2.389 0.672 2.615 0.315
C -2.974 -1.920 1.446 -1.276
H -3.281 -2.959 1.302 0.439
H -3.568 -1.479 2.247 0.455
C -3.242 -1.135 0.156 -0.435
O -3.214 0.242 0.442 -0.211
C -3.365 1.043 -0.702 -0.659
H -3.347 2.075 -0.360 0.103
H -2.546 0.879 -1.413 0.276
H -4.318 0.839 -1.205 0.356
H -2.480 -1.377 -0.600 0.386
H -4.228 -1.416 -0.248 0.414
C -0.951 -3.882 0.448 -1.786
H -0.024 -4.383 0.185 0.419
H -1.591 -4.601 0.961 0.328
H -1.460 -3.562 -0.462 0.319
H 2.353 -0.511 -3.767 0.494
H 2.893 -1.790 -2.647 0.538
H 4.897 -0.823 -3.677 0.369
H 5.860 1.109 -2.550 0.312
H 4.280 1.428 -1.693 0.178
```

- SMILES = C=CCn1c(SCC(=O)c2cc(C)n(CCOC)c2C)nc2sc(C)c(C)c2c1=O
- strongest force on any atom (eV Å⁻¹) = 0.85
- LUMO level (eV) = 0.6
- ΔE to the lowest compared entry with this formula, charge and spin (kJ/mol) = 108.3
- Kohn-Sham gap (eV) = 8.323